No. 1
{
  "formula": "C32H71ClN3O13",
  "method": "wB97M-V/def2-TZVPD",
  "elements": ["C", "C", "N", "C", "C", "O", "N", "O", "C", "O", "C", "O", "C", "C", "C", "C", "C", "C", "C", "C", "C", "C", "C", "Cl", "C", "N", "C", "C", "C", "C", "C", "H", "H", "H", "H", "H", "H", "H", "H", "H", "H", "H", "H", "H", "H", "H", "H", "H", "H", "H", "H", "H", "H", "H", "H", "H", "H", "H", "H", "H", "H", "H", "H", "H", "H", "H", "C", "O", "H", "H", "H", "H", "C", "O", "H", "H", "H", "H", "C", "O", "H", "H", "H", "H", "C", "O", "H", "H", "H", "H", "C", "O", "H", "H", "H", "H", "C", "O", "H", "H", "H", "H", "C", "O", "H", "H", "H", "H", "C", "O", "H", "H", "H", "H", "C", "O", "H", "H", "H", "H"],
  "coordinates": [[2.2206, -2.5975, -2.6841], [1.3541, -1.9523, -1.4505], [1.4756, -2.5590, -0.2882], [0.4238, -0.6974, -1.8153], [0.1651, 0.3551, -0.6428], [-0.6820, -0.0405, 0.4900], [-1.5136, -1.0632, 0.1386], [-1.6143, -1.8462, 1.0375], [-0.8070, 1.4498, -1.4051], [-1.9823, 1.9117, -0.7103], [-3.1761, 1.3477, -1.2344], [-3.2197, 0.3515, -2.0201], [-4.6141, 1.9303, -0.7990], [-4.9781, 2.3725, 0.6405], [-6.4484, 2.8728, 0.9089], [-7.5086, 2.9150, -0.2505], [-7.1287, 2.4886, -1.7386], [-5.6764, 2.0025, -1.9485], [0.0725, 2.8315, -1.5926], [-0.0465, 3.3622, -3.1292], [-0.4499, 4.0913, -0.7303], [0.5239, 5.3788, -0.8008], [1.6000, 5.3015, 0.4007], [0.9177, 5.9855, 1.9875], [1.5588, 2.2462, -1.2815], [1.2522, 1.2618, -0.1677], [2.3873, 0.7348, 0.6762], [2.2599, 1.3986, 2.1586], [1.0486, 0.7879, 3.0290], [-0.2567, 1.7174, 3.1062], [1.5644, 0.6164, 4.5674], [2.1016, -2.0146, -3.6578], [1.7222, -3.6275, -2.8734], [3.2961, -2.8238, -2.3848], [0.8598, -2.0528, 0.3719], [0.9612, -0.1225, -2.6660], [-0.5558, -1.0773, -2.2700], [-0.8785, 1.0996, -2.4868], [-4.2208, 2.3407, 1.4923], [-6.7425, 3.1868, 1.9787], [-8.5935, 3.2493, -0.0478], [-7.8862, 2.5318, -2.5984], [-5.3841, 1.6816, -3.0113], [-0.0776, 2.5172, -3.8977], [0.8864, 3.9978, -3.3735], [-0.9956, 4.0064, -3.2429], [-0.5227, 3.8045, 0.3829], [-1.4827, 4.4394, -1.1129], [1.0241, 5.5353, -1.8141], [-0.1317, 6.3034, -0.5691], [1.9383, 4.2392, 0.6415], [2.5296, 5.8993, 0.0678], [2.3497, 3.0422, -1.0804], [1.8643, 1.8107, -2.2946], [0.7461, 1.8898, 0.5054], [2.4424, -0.3997, 0.7613], [3.3723, 1.1593, 0.2460], [3.2362, 1.1352, 2.7232], [2.2238, 2.5436, 2.1037], [0.8489, -0.2784, 2.6412], [0.0484, 2.7268, 3.5751], [-0.7388, 1.9604, 2.0970], [-1.0520, 1.1794, 3.7450], [0.6998, 0.2623, 5.2506], [1.8899, 1.6477, 4.9845], [2.4144, -0.1485, 4.6614], [4.4302, -5.0824, -4.0378], [4.7999, -3.7103, -4.0821], [3.5793, -5.1972, -3.3668], [4.1505, -5.4191, -5.0386], [5.2678, -5.6755, -3.6637], [5.5538, -3.6376, -4.6814], [-0.7329, 9.0881, 4.4497], [-1.2863, 7.8200, 4.1295], [-1.4790, 9.6709, 4.9902], [0.1494, 8.9568, 5.0811], [-0.4599, 9.6140, 3.5313], [-0.6082, 7.3249, 3.6528], [4.9625, -6.7852, -0.2587], [3.9528, -6.0563, -0.9437], [5.7389, -7.0665, -0.9710], [5.3993, -6.1613, 0.5243], [4.5311, -7.6872, 0.1806], [3.2801, -5.8202, -0.2921], [-1.0434, -2.4825, 5.2732], [0.0751, -2.0987, 6.0610], [-1.6064, -1.5884, 5.0019], [-0.6998, -2.9832, 4.3645], [-1.6853, -3.1534, 5.8496], [0.5547, -2.9063, 6.2870], [6.3037, -9.7911, 1.4236], [6.3518, -8.5200, 2.0555], [5.2742, -10.0001, 1.1312], [6.9377, -9.7847, 0.5333], [6.6451, -10.5618, 2.1190], [7.2714, -8.3603, 2.3035], [-8.5452, 6.2824, -1.7207], [-7.1871, 5.9266, -1.5139], [-8.6661, 7.3459, -1.5136], [-8.8251, 6.0826, -2.7583], [-9.1844, 5.7078, -1.0446], [-7.1078, 4.9844, -1.6964], [-3.4042, -0.0388, 7.6174], [-2.0290, 0.2823, 7.4714], [-3.9826, 0.8854, 7.6241], [-3.7287, -0.6620, 6.7796], [-3.5609, -0.5697, 8.5596], [-1.5400, -0.5522, 7.4686], [-1.9232, -4.0989, -3.3507], [-3.1957, -3.6455, -3.7848], [-1.8224, -5.1551, -3.6009], [-1.1373, -3.5286, -3.8548], [-1.8368, -3.9735, -2.2676], [-3.2611, -2.7100, -3.5523], [4.7950, -4.8639, -8.5123], [4.9318, -5.8017, -7.4545], [5.6343, -4.1690, -8.4772], [4.7992, -5.3870, -9.4716], [3.8609, -4.3086, -8.3944], [4.1781, -6.4034, -7.5085]],
  "forces_ev_per_a": [[-1.66, -0.48, 0.70], [1.34, -1.59, -0.07], [-1.01, 2.50, -2.41], [1.77, -0.66, 0.32], [-4.51, 1.28, -2.46], [3.41, 0.63, 0.22], [-1.00, -3.30, 1.17], [-0.11, 1.97, -1.67], [2.13, 2.44, -1.21], [-1.55, -2.24, -1.84], [-2.45, -2.88, -1.56], [1.26, 4.13, 2.86], [-2.05, 1.45, 0.78], [-2.84, 0.34, -2.99], [0.78, -1.16, -3.31], [3.08, -1.11, -0.79], [3.13, -0.17, 3.92], [-1.17, 0.79, 2.15], [-0.11, 0.31, -1.02], [0.58, -0.09, 0.25], [0.54, 0.21, 0.40], [-0.57, -0.16, 1.40], [0.60, 0.31, -1.29], [0.64, -0.67, -1.38], [-1.17, 1.63, -2.43], [-0.03, 0.26, 0.81], [2.23, 0.80, 1.81], [0.31, -0.94, 0.18], [0.50, -0.06, 1.16], [0.27, -0.15, -0.08], [-0.56, 0.33, 0.09], [0.47, -0.63, 1.44], [0.83, 1.63, 0.29], [-1.47, 0.63, -0.47], [0.30, -0.51, 0.04], [-0.87, -0.88, 1.43], [1.19, 0.71, 0.98], [-1.11, 0.27, 1.76], [-1.20, 0.04, -1.42], [0.50, -0.58, -2.07], [2.08, -0.55, -0.21], [1.36, -0.12, 1.55], [-0.31, 0.49, 1.95], [0.04, 1.03, 1.09], [-1.60, -0.88, 0.30], [1.58, -1.06, 0.14], [-0.21, 0.52, -1.53], [1.62, -1.03, 0.73], [-0.59, -0.31, 1.46], [1.15, -1.45, -0.57], [-0.58, 1.48, -0.27], [-1.49, -0.78, 1.03], [-1.13, -1.34, 0.51], [-0.15, -0.24, 1.85], [0.19, -0.61, -0.39], [-0.37, 1.60, -0.48], [-1.65, -1.00, 0.36], [-1.49, 0.45, -1.11], [-0.04, -1.49, -0.05], [-0.03, 1.69, 0.48], [-0.59, -1.63, -0.54], [0.62, -0.42, 1.19], [1.25, 1.05, -0.94], [1.41, 0.48, -1.25], [-0.33, -1.69, -0.76], [-1.19, 1.22, -0.23], [0.03, -0.14, -0.24], [0.14, 0.36, -0.08], [0.21, 0.07, 0.04], [0.05, -0.15, 0.07], [-0.18, -0.18, 0.03], [-0.21, 0.01, 0.14], [0.17, -0.15, -0.12], [-0.04, -0.23, -0.08], [0.02, -0.15, -0.07], [0.02, 0.24, 0.03], [0.06, 0.20, 0.12], [-0.27, 0.12, 0.13], [-0.21, 0.07, 0.20], [-0.28, 0.18, -0.10], [-0.13, 0.07, 0.00], [0.15, -0.23, 0.05], [0.24, -0.02, 0.09], [0.15, -0.01, -0.22], [0.13, -0.23, 0.04], [0.11, 0.03, 0.14], [0.11, -0.01, 0.08], [-0.23, -0.02, -0.08], [-0.17, 0.00, -0.20], [-0.05, 0.27, 0.04], [0.26, 0.05, 0.09], [0.09, 0.20, 0.09], [0.08, 0.10, 0.07], [-0.08, -0.22, -0.06], [-0.07, -0.17, -0.16], [-0.27, 0.02, -0.01], [0.17, -0.26, -0.06], [0.14, 0.15, 0.00], [0.08, -0.12, 0.00], [-0.23, 0.11, 0.03], [-0.22, 0.12, -0.05], [0.13, 0.05, 0.09], [0.22, -0.17, 0.03], [0.19, -0.08, -0.13], [0.13, -0.05, 0.00], [-0.25, -0.02, 0.06], [-0.25, 0.00, -0.04], [0.06, 0.27, 0.00], [-0.20, 0.31, 0.05], [-0.03, 0.15, -0.02], [-0.06, 0.13, 0.00], [0.22, -0.15, 0.04], [0.21, -0.13, 0.05], [-0.14, -0.24, -0.08], [-0.19, -0.19, -0.01], [-0.06, -0.11, 0.16], [-0.05, -0.13, 0.07], [0.00, 0.22, -0.11], [0.05, 0.15, -0.18], [0.25, 0.08, 0.06]],
  "homo_energy_ev": -11.236,
  "e_lumo_ev": -3.4,
  "total_charge": 1
}



No. 2
{
  "formula": "C6H14O2",
  "method": "wB97M-V/def2-TZVPD",
  "elements": ["C", "C", "C", "C", "C", "C", "O", "H", "H", "H", "H", "H", "H", "H", "H", "H", "H", "H", "H", "O", "H", "H"],
  "coordinates": [[-2.4799, 1.2797, -1.7101], [-1.1190, 1.3658, -1.0676], [-0.8904, 0.5106, -0.0601], [0.4427, 0.3149, 0.5453], [0.5421, -0.8863, 1.4676], [1.9405, -0.9321, 2.1195], [2.6287, 0.3548, 2.2981], [-2.9956, 0.4473, -1.2217], [-3.0046, 2.1530, -1.6164], [-2.2780, 1.2011, -2.9264], [-0.3467, 1.8765, -1.6613], [-1.5799, -0.3110, 0.3979], [1.2098, 0.2761, -0.3407], [0.8877, 1.1984, 1.1036], [-0.2056, -0.9806, 2.2036], [0.4276, -1.8426, 0.8294], [1.9033, -1.3172, 3.1612], [2.4959, -1.7755, 1.6460], [2.0859, 0.9144, 2.8305], [0.2045, -1.5773, -2.9114], [-0.4877, -0.8236, -3.0024], [0.6187, -1.4463, -2.0848]],
  "forces_ev_per_a": [[2.39, -1.57, -2.91], [-1.13, -1.79, -0.12], [0.05, -0.75, 0.53], [2.57, 1.24, -0.60], [1.81, -1.41, -2.12], [0.09, -0.61, 1.94], [0.53, -1.96, -1.72], [-0.26, 0.12, -0.76], [-1.56, 2.25, 0.32], [-0.91, -0.35, 2.97], [-0.08, 0.07, 0.97], [0.27, 2.08, -1.30], [-1.02, -0.40, 1.61], [-1.08, -0.69, -0.64], [-1.17, 0.51, 0.86], [0.16, 1.28, 0.94], [-0.58, -0.02, -0.46], [0.62, 1.63, -0.23], [-0.65, 0.33, 0.63], [-2.52, 1.60, -1.88], [1.90, -1.98, 0.46], [0.60, 0.40, 1.48]],
  "homo_energy_ev": -9.233,
  "e_lumo_ev": 0.8,
  "total_charge": 0,
  "smiles": "C/C=C/CCCO.O",
  "relative_energy_kj_mol": 308.3
}



No. 3
{
  "formula": "C5H7NOS",
  "method": "wB97M-V/def2-TZVPD",
  "elements": ["C", "O", "C", "C", "C", "N", "C", "S", "H", "H", "H", "H", "H", "H", "H"],
  "coordinates": [[-1.9097, -1.3019, 0.1030], [-0.4759, -1.5584, -0.0760], [0.0906, -0.3639, 0.0891], [-0.6542, 0.8832, -0.1428], [0.3515, 1.8832, -0.1123], [1.5181, 1.3801, 0.2352], [1.4297, -0.0789, 0.0938], [3.0780, -1.0698, 0.0033], [-2.2737, -0.3904, -0.5337], [-1.9375, -0.9485, 1.2497], [-2.6532, -2.2653, 0.1279], [-1.6378, 1.0839, -0.4751], [0.4643, 2.9668, 0.0645], [2.3137, 1.8045, 0.0032], [2.2959, -2.0247, -0.6298]],
  "forces_ev_per_a": [[-1.81, -0.53, 2.82], [-2.23, -0.89, -0.16], [0.32, 1.80, -1.96], [3.83, 2.08, 0.28], [-2.27, 1.01, 1.39], [-1.70, -6.65, -0.28], [2.27, 1.54, 1.55], [-3.71, 0.37, -0.30], [0.35, -2.88, 0.94], [-0.44, -0.47, -2.48], [2.43, 2.16, -0.78], [-0.42, 0.25, 0.28], [-1.54, -0.28, -0.89], [3.86, 2.07, -0.81], [1.06, 0.43, 0.38]],
  "homo_energy_ev": -7.773,
  "e_lumo_ev": 0.9,
  "total_charge": 0,
  "smiles": "COc1cc[nH]c1S",
  "relative_energy_kj_mol": 378.1
}



No. 4
{
  "formula": "C18H13BO6S4Yb",
  "method": "wB97M-V/def2-TZVPD",
  "elements": ["Yb", "O", "C", "S", "C", "C", "S", "S", "S", "C", "O", "C", "C", "C", "C", "C", "C", "O", "C", "O", "C", "H", "H", "H", "H", "H", "H", "H", "H", "H", "O", "B", "O", "C", "C", "C", "C", "C", "C", "H", "H", "H", "H"],
  "coordinates": [[1.3998, 0.1934, 1.0021], [6.7158, 0.7004, 5.6985], [5.8103, 0.5806, 4.9015], [6.0350, 0.4902, 3.1557], [4.3575, 0.1857, 2.7198], [3.4769, 0.1051, 3.7301], [1.7536, -0.2130, 3.6430], [4.1270, 0.3159, 5.3519], [4.0432, 0.0054, 0.9997], [-3.1483, -5.7931, -1.7356], [-2.5969, -4.9658, -0.7245], [-1.7160, -4.0045, -1.1016], [-1.4070, -3.7437, -2.4545], [-0.4998, -2.7511, -2.7232], [0.1101, -1.9831, -1.7176], [1.0760, -0.9670, -2.0772], [1.4763, -0.7796, -3.5184], [1.6175, -0.2144, -1.2577], [-0.2271, -2.2446, -0.3530], [0.2791, -1.5813, 0.6348], [-1.1370, -3.2824, -0.0855], [-3.7522, -6.5359, -1.2241], [-2.3682, -6.2967, -2.3096], [-3.7847, -5.2227, -2.4160], [-1.8650, -4.2953, -3.2614], [-0.2563, -2.5494, -3.7588], [1.8248, -1.7162, -3.9542], [2.2676, -0.0372, -3.5588], [0.6240, -0.4278, -4.1045], [-1.3812, -3.4978, 0.9477], [-0.4754, 2.9174, -0.4028], [0.0182, 2.2232, 0.7414], [-0.5032, 2.9049, 1.8817], [-1.2575, 3.9505, 1.4278], [-1.9528, 4.8916, 2.1524], [-2.6493, 5.8634, 1.4271], [-2.6337, 5.8712, 0.0356], [-1.9199, 4.9075, -0.6842], [-1.2411, 3.9584, 0.0457], [-1.9524, 4.8730, 3.2355], [-3.2092, 6.6242, 1.9583], [-3.1818, 6.6377, -0.4999], [-1.8966, 4.9027, -1.7673]],
  "forces_ev_per_a": [[0.81, -1.39, 0.17], [-0.19, 0.25, -0.15], [0.23, -0.52, 0.17], [-0.01, 0.13, 0.00], [0.07, 0.02, -0.15], [-0.14, -0.02, 0.07], [0.01, 0.09, -0.23], [-0.01, 0.13, 0.01], [-0.09, 0.16, -0.01], [0.03, 0.11, 0.08], [-0.09, -0.19, -0.08], [-0.03, -0.01, -0.17], [0.00, 0.02, 0.13], [-0.01, 0.01, -0.04], [0.10, 0.05, -0.11], [-0.05, -0.04, -0.01], [-0.04, -0.03, -0.11], [0.01, 0.18, 0.25], [0.11, 0.10, 0.15], [-0.21, 0.14, 0.01], [-0.05, 0.00, 0.07], [-0.02, -0.01, 0.05], [0.03, -0.02, 0.00], [0.00, 0.03, -0.01], [0.02, 0.01, 0.03], [-0.01, -0.01, 0.04], [0.00, 0.03, -0.02], [0.01, 0.01, 0.01], [0.04, -0.02, 0.01], [0.00, 0.01, -0.08], [-0.03, 0.05, 0.08], [-0.61, 0.91, 0.00], [-0.07, 0.13, -0.18], [0.12, -0.17, 0.25], [-0.10, 0.13, 0.02], [0.05, -0.07, 0.01], [0.05, -0.07, -0.01], [-0.10, 0.13, -0.02], [0.10, -0.14, -0.25], [0.00, 0.00, -0.06], [0.02, -0.03, -0.02], [0.02, -0.03, 0.02], [0.00, 0.00, 0.06]],
  "homo_energy_ev": [-4.033, -4.032],
  "s_squared": 0.75,
  "e_lumo_ev": [2.2, 2.2],
  "total_charge": -1,
  "multiplicity": 2
}